(i)
Here is the molecule C19H25N3O4 from OMol25. Energies are from ωB97M-V/def2-TZVPD.

The geometry in ORCA input format:
```
! wB97M-V def2-TZVPD RIJCOSX def2/J DEFGRID3
* xyz 0 1
C -7.216 -1.720 1.246
H -6.747 -1.703 2.232
H -8.161 -1.184 1.263
H -7.371 -2.760 0.950
O -6.401 -1.050 0.297
C -5.146 -1.541 0.168
O -4.705 -2.460 0.810
N -4.486 -0.882 -0.817
H -4.916 -0.041 -1.167
C -3.062 -1.039 -0.983
H -2.802 -0.849 -2.025
H -2.839 -2.074 -0.721
C -2.263 -0.073 -0.075
C -2.882 1.287 -0.182
C -2.980 2.154 -1.233
C -3.720 3.266 -0.760
C -4.021 2.989 0.537
O -3.518 1.794 0.894
H -4.563 3.535 1.282
H -3.988 4.143 -1.312
H -2.564 2.019 -2.209
N -0.859 -0.007 -0.471
C -0.186 -1.294 -0.419
H -0.714 -2.007 -1.052
C 1.246 -1.164 -0.942
N 1.966 -0.206 -0.138
C 3.362 -0.236 -0.116
C 4.048 0.486 0.860
C 5.426 0.447 0.960
C 6.169 -0.336 0.085
C 5.495 -1.068 -0.889
C 4.121 -1.016 -0.992
H 3.642 -1.584 -1.774
H 6.074 -1.673 -1.569
O 7.533 -0.455 0.093
C 8.255 0.254 1.066
H 8.113 1.336 0.966
H 9.303 0.013 0.891
H 7.979 -0.055 2.080
H 5.906 1.026 1.734
H 3.497 1.082 1.571
C 1.299 1.077 -0.176
C -0.119 0.929 0.362
H -0.617 1.900 0.335
H -0.077 0.582 1.409
H 1.846 1.803 0.423
H 1.241 1.451 -1.212
H 1.731 -2.138 -0.863
H 1.207 -0.862 -2.002
H -0.158 -1.688 0.611
H -2.379 -0.409 0.973
*
```

Output
LUMO level (eV): 0.804
Structure (SMILES): COC(=O)NC[C@H](c1ccco1)N1CCN(c2ccc(OC)cc2)CC1
HOMO level (eV): -7.439
Kohn-Sham gap (eV): 8.24


(ii)
Here is the molecule C19H25N3O4 from OMol25. Energies are from ωB97M-V/def2-TZVPD.

The geometry in ORCA input format:
```
! wB97M-V def2-TZVPD RIJCOSX def2/J DEFGRID3
* xyz 0 1
C -0.321 -5.078 0.994
C 0.060 -4.567 -0.388
H -0.836 -4.246 -0.932
H 0.586 -5.334 -0.960
O 0.973 -3.476 -0.310
C 0.452 -2.259 -0.100
O -0.755 -2.078 -0.018
C 1.466 -1.213 -0.008
C 1.130 0.151 0.137
N -0.167 0.511 0.156
H -0.789 -0.297 0.107
C -0.759 1.751 -0.291
H -0.021 2.310 -0.872
H -1.077 2.366 0.560
C -1.996 1.490 -1.160
N -3.227 1.529 -0.391
C -4.394 1.537 -1.258
C -5.655 1.684 -0.407
O -5.772 0.632 0.520
C -4.641 0.597 1.357
C -3.346 0.433 0.562
H -2.508 0.466 1.258
H -3.350 -0.545 0.052
H -4.784 -0.250 2.031
H -4.586 1.527 1.943
H -6.548 1.645 -1.033
H -5.619 2.647 0.123
H -4.320 2.383 -1.945
H -4.464 0.606 -1.849
H -2.069 2.284 -1.909
H -1.872 0.531 -1.696
C 2.213 1.086 0.294
C 2.020 2.408 0.726
C 3.085 3.269 0.823
C 4.363 2.851 0.481
C 4.615 1.540 0.110
C 3.537 0.615 0.056
N 3.803 -0.695 -0.167
C 2.829 -1.549 -0.139
H 3.107 -2.586 -0.266
O 5.918 1.275 -0.144
C 6.348 0.012 -0.604
H 5.832 -0.278 -1.521
H 6.191 -0.763 0.148
H 7.414 0.133 -0.800
H 5.200 3.530 0.531
H 2.931 4.281 1.166
H 1.046 2.738 1.040
H -0.960 -5.951 0.897
H -0.858 -4.306 1.540
H 0.572 -5.349 1.553
*
```

Output
LUMO level (eV): 0.288
Structure (SMILES): CCOC(=O)c1cnc2c(OC)cccc2c1NCCN1CCOCC1
HOMO level (eV): -7.642
Kohn-Sham gap (eV): 7.93


Sorted by energy, starting with the most stable: (ii), (i).


(i)
Here is the ion C4H5N2O4P with charge -2 from OMol25. Energies are from ωB97M-V/def2-TZVPD.

The geometry in ORCA input format:
```
! wB97M-V def2-TZVPD RIJCOSX def2/J DEFGRID3
* xyz -2 1
C -1.698 -1.920 -0.036
C -0.486 -1.954 -0.659
C -1.052 0.161 0.172
C 2.019 0.531 -0.530
N -1.977 -0.675 0.442
N 0.046 -0.718 -0.612
O -2.006 2.274 1.567
O 0.338 1.352 2.063
O -0.077 2.726 -0.054
O 1.236 -0.396 -1.264
P -0.670 1.834 1.026
H -2.388 -2.739 0.111
H 0.033 -2.775 -1.129
H 2.666 0.005 0.184
H 1.376 1.253 -0.010
H 2.640 1.041 -1.272
*
```

Output
LUMO level (eV): 6.220
Structure (SMILES): COn1ccnc1P(=O)([O-])[O-]
HOMO level (eV): 0.330
Kohn-Sham gap (eV): 5.89


(ii)
Here is the ion C4H5N2O4P with charge -2 from OMol25. Energies are from ωB97M-V/def2-TZVPD.

The geometry in ORCA input format:
```
! wB97M-V def2-TZVPD RIJCOSX def2/J DEFGRID3
* xyz -2 1
C -0.579 2.672 -0.384
C 0.495 1.805 -0.054
C -1.944 0.894 -0.050
C 0.232 -1.720 -0.381
N -1.735 2.036 -0.281
N 0.190 0.556 0.077
O -4.540 0.671 -0.425
O -3.016 -1.348 -0.973
O -3.433 -0.683 1.504
O 1.023 -0.580 0.095
P -3.417 -0.290 0.046
H -0.447 3.727 -0.773
H 1.525 2.332 -0.179
H 0.415 -2.416 0.417
H 0.682 -1.855 -1.414
H -0.842 -1.597 -0.236
*
```

Output
LUMO level (eV): 6.207
HOMO level (eV): 0.188
Kohn-Sham gap (eV): 6.02


Sorted by energy, starting with the most stable: (i), (ii).


(i)
Here is a cluster of 2 separate species, C2H8Cl2N2Si in total from OMol25. Energies are from ωB97M-V/def2-TZVPD.

The geometry in ORCA input format:
```
! wB97M-V def2-TZVPD RIJCOSX def2/J DEFGRID3
* xyz 0 1
C -1.564 1.808 -0.076
C 0.854 -2.024 -0.089
N 0.588 1.300 0.845
N -0.533 0.760 0.086
Si -0.674 -0.962 -0.092
Cl 3.701 -0.949 -0.811
Cl -2.447 -1.307 -0.961
H -1.085 2.785 -0.191
H -1.975 1.458 -1.068
H -2.485 1.848 0.644
H 0.839 -2.722 0.803
H 0.771 -2.678 -0.962
H 1.787 -1.563 0.049
H 1.362 1.407 0.133
H 0.862 0.839 1.690
*
```

Output
LUMO level (eV): -2.143
HOMO level (eV): -7.456
Kohn-Sham gap (eV): 5.31


(ii)
Here is a cluster of 2 separate species, C2H8Cl2N2Si in total from OMol25. Energies are from ωB97M-V/def2-TZVPD.

The geometry in ORCA input format:
```
! wB97M-V def2-TZVPD RIJCOSX def2/J DEFGRID3
* xyz 0 1
C -1.425 0.800 -0.634
C 1.670 -1.776 0.538
N -0.701 2.511 0.739
N -0.816 1.245 0.581
Si 1.918 0.078 0.027
Cl 3.600 0.936 0.963
Cl 1.898 0.302 -1.952
H -0.972 1.427 -1.512
H -1.099 -0.324 -0.637
H -2.489 0.920 -0.719
H 0.740 -2.316 0.430
H 2.442 -2.631 0.287
H 1.693 -1.640 1.645
H -0.385 3.185 0.074
H -0.245 2.661 1.660
*
```

Output
LUMO level (spin up / spin down) (eV): -0.417 / 0.452
HOMO level (spin up / spin down) (eV): -7.563 / -7.255
Kohn-Sham gap (spin up / spin down) (eV): 7.15 / 7.71


Sorted by energy, starting with the most stable: (ii), (i).